18
Properties=species:S:1:pos:R:3:forces:R:3:lowdin_charge:R:1 method="wB97M-V/def2-TZVPD" charge=-2 spin_multiplicity=1 e_tot_ha=-6061.95714 e_lumo_ev=3.8 homo_lumo_gap_ev=2.47
Ag -0.549 -0.237 1.531 -1.37 0.74 1.65 0.683
C -1.731 1.461 3.400 2.66 2.92 2.67 -1.220
O -1.101 0.490 3.817 1.90 -5.62 1.63 -0.167
O -2.071 1.509 2.242 -3.07 -0.75 -7.94 -0.180
O -1.701 2.518 4.054 -1.33 2.77 2.62 -0.164
B 2.098 -0.035 1.578 1.40 1.26 1.70 -1.429
F 1.520 0.652 0.536 -0.66 0.47 -1.37 0.046
F 3.466 0.021 1.390 1.45 -0.23 -0.27 0.103
F 1.795 0.600 2.789 -0.06 -0.25 -0.19 0.106
F 1.702 -1.356 1.604 -0.64 -1.40 -0.25 0.090
Br -0.972 0.665 -1.088 0.02 -0.46 -0.51 0.753
C 0.006 -0.538 -2.296 -0.17 0.47 -0.08 -0.714
C -0.920 -0.906 -3.431 0.49 0.39 0.46 -0.669
Br 0.306 -1.888 -4.658 -0.82 -0.05 -0.10 0.546
H 0.348 -1.445 -1.798 -0.11 0.34 0.37 0.063
H 0.870 0.001 -2.685 -0.11 0.04 0.29 0.047
H -1.308 -0.022 -3.937 0.22 -0.23 -0.21 0.046
H -1.758 -1.489 -3.047 0.23 -0.41 -0.48 0.060